[1]
Computed, not measured: a molecular structure, C42H47AsN5O4PPtS2Si2 at a distorted geometry, with the ωB97M-V functional and the def2-TZVPD basis.

ΔE to the lowest compared entry with this formula, charge and spin, kcal per mole: 58.73
Charge: +2

Each line ends with the Mulliken charge.
Positions of all 105 atoms, in Å:
1 Pt -0.155 0.777 0.136  2.37
2 N -4.255 2.429 -0.676  0.07
3 C -5.292 1.648 -0.264  -0.31
4 C -6.615 2.025 -0.538  -0.84
5 C -7.660 1.229 -0.134  -0.66
6 C -7.419 0.032 0.552  -0.82
7 C -6.130 -0.352 0.840  -0.61
8 C -5.058 0.445 0.444  0.76
9 S -3.427 -0.005 0.869  0.00
10 N -2.463 1.052 0.092  -0.04
11 C -2.911 2.168 -0.549  0.54
12 C -1.962 3.053 -1.107  0.36
13 C -2.294 4.323 -1.651  -1.13
14 C -1.328 5.098 -2.229  -0.83
15 C -0.016 4.612 -2.300  -1.40
16 C 0.250 3.378 -1.743  -0.01
17 N -0.662 2.629 -1.138  0.25
18 H -4.500 3.245 -1.221  0.10
19 H -6.791 2.942 -1.080  0.45
20 H -8.672 1.524 -0.353  0.41
21 H -8.246 -0.593 0.843  0.44
22 H -5.928 -1.273 1.361  0.42
23 H -3.305 4.694 -1.594  0.46
24 H -1.569 6.070 -2.627  0.49
25 H 0.769 5.180 -2.768  0.54
26 H 1.251 2.975 -1.797  0.65
27 O 0.616 -1.119 1.707  0.40
28 S 1.450 -2.129 1.086  0.61
29 O 1.325 -3.423 1.670  -0.75
30 O 1.089 -2.193 -0.415  -0.30
31 C 3.115 -1.568 1.204  -0.26
32 C 4.044 -2.377 1.835  -0.59
33 C 5.296 -1.866 2.143  -0.78
34 C 5.576 -0.538 1.855  -0.78
35 C 4.641 0.262 1.217  -0.51
36 C 3.397 -0.253 0.850  -0.51
37 P 2.211 0.709 -0.156  0.88
38 C 2.943 2.385 -0.129  -0.12
39 C 4.036 2.728 -0.923  0.30
40 C 4.526 4.021 -0.912  -0.79
41 C 3.938 4.979 -0.103  -0.83
42 C 2.846 4.649 0.683  -0.84
43 C 2.342 3.362 0.661  0.02
44 C 2.648 0.176 -1.841  1.63
45 C 1.714 0.439 -2.839  -0.01
46 C 2.068 0.320 -4.171  -1.18
47 C 3.343 -0.106 -4.513  -0.77
48 C 4.254 -0.436 -3.522  -0.88
49 C 3.915 -0.290 -2.187  -1.03
50 H 3.766 -3.390 2.083  0.61
51 H 6.039 -2.487 2.622  0.44
52 H 6.530 -0.112 2.123  0.49
53 H 4.877 1.294 1.008  0.47
54 H 4.499 1.992 -1.562  0.51
55 H 5.359 4.281 -1.547  0.50
56 H 4.323 5.985 -0.090  0.44
57 H 2.372 5.396 1.301  0.51
58 H 1.467 3.113 1.243  0.30
59 H 0.713 0.751 -2.554  0.31
60 H 1.358 0.578 -4.942  0.51
61 H 3.621 -0.198 -5.551  0.42
62 H 5.242 -0.780 -3.789  0.50
63 H 4.636 -0.521 -1.415  0.54
64 C -1.832 -2.595 2.740  -0.91
65 Si -1.796 -3.327 0.978  1.25
66 C -1.140 -5.113 1.110  -1.26
67 C -3.538 -3.343 0.137  -1.15
68 As -0.706 -1.754 -0.622  0.08
69 Si -0.815 -2.927 -2.802  0.38
70 C -2.256 -1.930 -3.580  -1.07
71 C 0.816 -2.789 -3.776  -0.92
72 C -1.208 -4.773 -2.478  -1.07
73 H -2.551 -3.113 3.366  0.64
74 H -2.046 -1.531 2.782  0.00
75 H -0.851 -2.747 3.180  0.15
76 H -1.712 -5.645 1.867  0.39
77 H -0.104 -5.097 1.434  0.24
78 H -1.204 -5.692 0.196  0.40
79 H -4.327 -3.150 0.855  0.39
80 H -3.743 -4.317 -0.294  0.44
81 H -3.605 -2.604 -0.663  0.24
82 H -1.934 -0.908 -3.774  0.26
83 H -3.101 -1.889 -2.894  0.26
84 H -2.606 -2.355 -4.514  0.44
85 H 0.805 -1.961 -4.475  0.26
86 H 1.009 -3.693 -4.344  0.57
87 H 1.645 -2.643 -3.092  0.10
88 H -2.218 -4.916 -2.103  0.28
89 H -0.505 -5.176 -1.753  0.28
90 H -1.105 -5.366 -3.383  0.49
91 N 2.639 -1.005 4.422  -0.05
92 C 2.161 0.115 5.029  -0.19
93 O 2.676 0.627 5.987  -0.62
94 C 0.926 0.666 4.367  0.58
95 C -0.290 0.682 5.041  -0.49
96 C -1.402 1.172 4.377  -1.10
97 C -1.270 1.601 3.067  -0.75
98 N -0.105 1.607 2.424  -0.33
99 C 0.968 1.173 3.076  0.00
100 H 3.388 -1.498 4.885  0.26
101 H 2.115 -1.496 3.716  0.06
102 H -0.353 0.324 6.057  0.54
103 H -2.361 1.220 4.869  0.50
104 H -2.128 1.981 2.528  0.82
105 H 1.920 1.242 2.563  0.49

[2]
Computed, not measured: 13 unconnected molecules or ions with the total composition C26H78O13 at a distorted geometry, with the ωB97M-V functional and the def2-TZVPD basis.

ΔE to the lowest compared entry with this formula, charge and spin, kcal per mole: 124.86
Charge: 0

Each line ends with the Mulliken charge.
Positions of all 117 atoms, in Å:
1 C -7.107 -0.300 4.864  -1.05
2 C -7.544 -1.165 6.049  -0.16
3 O -8.822 -0.742 6.427  -0.52
4 H -6.115 -0.551 4.490  0.35
5 H -6.933 0.709 5.239  0.27
6 H -7.800 -0.323 4.023  0.29
7 H -6.866 -1.086 6.900  0.26
8 H -7.641 -2.222 5.803  0.27
9 H -9.127 -1.284 7.159  0.29
10 C 9.108 -0.036 -1.148  -0.94
11 C 8.938 0.414 0.294  -0.21
12 O 10.169 0.914 0.680  -0.51
13 H 9.832 -0.829 -1.337  0.28
14 H 9.280 0.788 -1.840  0.26
15 H 8.203 -0.521 -1.514  0.33
16 H 8.585 -0.362 0.974  0.28
17 H 8.194 1.211 0.297  0.21
18 H 10.686 0.270 1.170  0.30
19 C -4.970 5.293 -9.191  -1.07
20 C -3.842 4.894 -8.215  -0.15
21 O -4.130 3.657 -7.577  -0.52
22 H -5.940 5.303 -8.694  0.29
23 H -5.129 4.511 -9.934  0.29
24 H -4.806 6.213 -9.752  0.34
25 H -3.706 5.674 -7.466  0.25
26 H -2.921 4.839 -8.795  0.26
27 H -3.308 3.316 -7.216  0.30
28 C 6.161 -7.110 6.514  -0.99
29 C 6.487 -5.677 6.116  -0.24
30 O 6.055 -4.724 7.064  -0.52
31 H 5.101 -7.362 6.502  0.30
32 H 6.616 -7.488 7.429  0.28
33 H 6.548 -7.834 5.797  0.32
34 H 5.985 -5.428 5.181  0.23
35 H 7.534 -5.488 5.877  0.30
36 H 5.099 -4.759 7.142  0.30
37 C -0.037 -2.052 -6.542  -1.02
38 C 1.160 -1.060 -6.327  -0.21
39 O 0.587 0.109 -5.709  -0.52
40 H -0.405 -2.405 -5.579  0.27
41 H 0.297 -2.958 -7.049  0.35
42 H -0.795 -1.530 -7.126  0.27
43 H 1.613 -0.872 -7.300  0.26
44 H 2.001 -1.467 -5.766  0.30
45 H 1.285 0.739 -5.517  0.29
46 C -1.475 2.658 7.464  -0.86
47 C 0.006 2.848 7.588  -0.31
48 O 0.479 2.140 8.689  -0.52
49 H -1.740 2.925 6.441  0.30
50 H -1.960 3.289 8.209  0.27
51 H -1.810 1.623 7.533  0.26
52 H 0.321 3.891 7.575  0.26
53 H 0.554 2.486 6.718  0.28
54 H 0.372 2.663 9.486  0.30
55 C 4.268 5.272 -7.174  -0.82
56 C 5.053 4.620 -6.062  -0.30
57 O 4.217 4.325 -4.919  -0.53
58 H 3.969 6.213 -6.713  0.24
59 H 3.358 4.775 -7.511  0.27
60 H 4.962 5.438 -7.998  0.29
61 H 5.823 5.248 -5.614  0.26
62 H 5.587 3.719 -6.362  0.29
63 H 4.080 5.122 -4.402  0.30
64 C -7.205 3.791 -2.128  -0.85
65 C -6.432 4.940 -1.530  -0.31
66 O -5.807 4.507 -0.318  -0.52
67 H -8.059 3.425 -1.559  0.26
68 H -6.560 2.947 -2.371  0.28
69 H -7.590 4.209 -3.059  0.29
70 H -7.039 5.823 -1.329  0.29
71 H -5.663 5.357 -2.180  0.26
72 H -5.055 3.947 -0.527  0.30
73 C 0.870 7.367 1.619  -1.01
74 C 1.044 7.829 0.186  -0.19
75 O 2.378 7.586 -0.213  -0.52
76 H 1.207 6.341 1.767  0.28
77 H -0.166 7.470 1.942  0.31
78 H 1.414 7.942 2.368  0.34
79 H 0.792 8.883 0.066  0.24
80 H 0.473 7.224 -0.517  0.25
81 H 2.964 8.085 0.361  0.30
82 C 3.449 -5.771 -1.327  -0.89
83 C 4.974 -6.041 -1.168  -0.23
84 O 5.230 -7.430 -1.047  -0.52
85 H 3.217 -4.900 -1.940  0.28
86 H 3.072 -5.541 -0.330  0.24
87 H 2.952 -6.679 -1.669  0.29
88 H 5.339 -5.502 -0.294  0.25
89 H 5.544 -5.645 -2.009  0.29
90 H 6.186 -7.510 -1.033  0.29
91 C 1.796 0.269 0.795  -0.95
92 C 0.326 0.045 0.753  -0.22
93 O -0.223 1.032 -0.128  -0.51
94 H 1.999 1.272 1.169  0.25
95 H 2.241 0.118 -0.188  0.31
96 H 2.341 -0.402 1.458  0.32
97 H -0.058 0.143 1.769  0.26
98 H 0.050 -0.962 0.440  0.25
99 H 0.084 0.921 -1.031  0.30
100 C -6.236 -3.641 -2.625  -1.07
101 C -5.611 -3.809 -1.233  -0.15
102 O -4.675 -4.883 -1.413  -0.51
103 H -6.923 -2.794 -2.595  0.34
104 H -6.727 -4.510 -3.062  0.30
105 H -5.444 -3.365 -3.321  0.27
106 H -6.389 -4.094 -0.526  0.27
107 H -5.204 -2.869 -0.858  0.26
108 H -4.478 -5.200 -0.528  0.29
109 C -2.781 -5.761 5.175  -0.98
110 C -2.162 -7.184 5.003  -0.20
111 O -2.344 -7.554 3.644  -0.52
112 H -2.090 -4.976 4.866  0.26
113 H -3.067 -5.570 6.209  0.33
114 H -3.734 -5.630 4.663  0.29
115 H -2.630 -7.944 5.629  0.27
116 H -1.108 -7.291 5.261  0.27
117 H -2.126 -8.486 3.572  0.29

[3]
Computed, not measured: a molecular structure, C4H3I at a distorted geometry, with the ωB97M-V functional and the def2-TZVPD basis.

ΔE to the lowest compared entry with this formula, charge and spin, kcal per mole: 130.72
Charge: 0

Each line ends with the natural charge from an NBO analysis.
Positions of all 8 atoms, in Å:
1 C 0.197 -0.456 1.633  -0.32
2 C -0.370 -0.291 3.596  -0.16
3 C 0.176 -0.195 0.335  0.01
4 C -0.032 0.503 -0.745  -0.44
5 I 0.033 1.502 4.438  0.28
6 H 0.862 -1.199 1.949  0.19
7 H 0.377 1.414 -0.979  0.21
8 H -0.433 -0.006 -1.718  0.21